21
Properties=species:S:1:pos:R:3:nbo_charge:R:1 method="wB97M-V/def2-TZVPD" total_charge=0 e_above_lowest_kj_mol=99.28 smiles=NCCCN.O.O lumo_energy_ev=0.81 homo_energy_ev=-9.4923
N -0.434 -0.997 -1.985 -0.86
O 0.634 3.431 0.561 -0.96
H -0.772 -2.784 -0.656 0.18
C -0.660 -0.859 0.513 -0.41
H -1.366 -0.920 -2.281 0.36
H 0.061 -1.571 -2.656 0.36
H 0.219 1.063 -2.163 0.50
H 1.217 -0.863 1.421 0.17
H -1.790 -0.913 0.732 0.21
N -0.370 -0.296 2.822 -0.82
O 0.626 1.918 -2.106 -0.98
H -0.548 0.135 0.079 0.21
H 0.024 0.552 2.531 0.35
C 0.199 -1.110 1.745 -0.23
H 0.856 -2.011 -0.678 0.18
H 0.114 -2.160 2.063 0.18
H 0.064 -0.373 3.725 0.35
H 1.151 4.229 0.336 0.46
H 0.477 2.324 -2.968 0.47
H 0.555 2.991 -0.290 0.49
C -0.257 -1.785 -0.743 -0.22



21
Properties=species:S:1:pos:R:3:nbo_charge:R:1 method="wB97M-V/def2-TZVPD" total_charge=0 e_above_lowest_kj_mol=119.20 smiles=CCNCN.O.O lumo_energy_ev=0.63 homo_energy_ev=-8.9382
H 1.603 -1.115 -0.670 0.16
O 3.159 0.228 0.681 -0.93
H 0.465 -2.981 0.005 0.36
H -1.916 1.290 -2.569 0.20
H 0.478 1.089 -2.065 0.16
H 3.080 -0.589 1.195 0.47
H -0.665 -2.097 0.900 0.37
N 0.283 -2.175 0.575 -0.86
C -0.196 0.993 -1.201 -0.22
O -2.344 0.598 2.089 -0.93
H -0.494 -0.929 -1.731 0.35
H 3.836 -0.108 0.079 0.46
H -2.292 1.678 -0.903 0.21
N -0.428 -0.422 -0.857 -0.65
C 0.714 -0.937 -0.061 -0.05
H 0.965 -0.195 0.686 0.18
H -1.518 0.543 1.589 0.47
H -2.044 0.555 2.968 0.46
H -1.217 2.746 -1.707 0.20
C -1.494 1.687 -1.648 -0.61
H 0.202 1.542 -0.362 0.19



21
Properties=species:S:1:pos:R:3:nbo_charge:R:1 method="wB97M-V/def2-TZVPD" total_charge=0 e_above_lowest_kj_mol=61.27 smiles=CCNCN.O.O lumo_energy_ev=0.83 homo_energy_ev=-9.5249
H 1.631 -3.292 0.961 0.47
C -1.150 -0.305 -2.587 -0.62
H -1.088 -0.288 2.365 0.36
H -0.924 -0.020 -3.616 0.22
H 1.100 2.946 1.344 0.46
H -1.921 0.342 -2.184 0.21
O 0.982 -2.700 1.349 -0.99
C 0.074 -0.295 -1.705 -0.22
C -0.220 0.395 0.651 -0.05
H -1.569 -1.315 -2.615 0.20
H -1.138 -1.146 -0.287 0.36
H 0.712 -2.060 0.658 0.49
H 0.544 0.690 -1.672 0.19
N -0.224 -0.711 -0.323 -0.67
N -0.190 0.036 2.043 -0.84
H -1.091 1.048 0.512 0.16
H 1.277 3.473 2.708 0.47
O 1.199 3.799 1.801 -0.93
H 0.834 -0.964 -2.089 0.19
H 0.636 1.016 0.427 0.16
H 0.525 -0.648 2.260 0.39



What did the third record say?
21
Properties=species:S:1:pos:R:3:nbo_charge:R:1 method="wB97M-V/def2-TZVPD" total_charge=0 e_above_lowest_kj_mol=61.27 smiles=CCNCN.O.O lumo_energy_ev=0.83 homo_energy_ev=-9.5249
H 1.631 -3.292 0.961 0.47
C -1.150 -0.305 -2.587 -0.62
H -1.088 -0.288 2.365 0.36
H -0.924 -0.020 -3.616 0.22
H 1.100 2.946 1.344 0.46
H -1.921 0.342 -2.184 0.21
O 0.982 -2.700 1.349 -0.99
C 0.074 -0.295 -1.705 -0.22
C -0.220 0.395 0.651 -0.05
H -1.569 -1.315 -2.615 0.20
H -1.138 -1.146 -0.287 0.36
H 0.712 -2.060 0.658 0.49
H 0.544 0.690 -1.672 0.19
N -0.224 -0.711 -0.323 -0.67
N -0.190 0.036 2.043 -0.84
H -1.091 1.048 0.512 0.16
H 1.277 3.473 2.708 0.47
O 1.199 3.799 1.801 -0.93
H 0.834 -0.964 -2.089 0.19
H 0.636 1.016 0.427 0.16
H 0.525 -0.648 2.260 0.39